<1>
Below is a structure of composition C6H24FN12O6Y, with properties calculated with ωB97M-V with the def2-TZVPD basis set.

Geometry (Å):
H 41.0533 -7.6742 -16.6047
C 40.0437 -8.7523 -15.1313
H 37.2213 -5.1372 -16.8004
H 37.4287 -10.8476 -20.7317
C 36.6152 -7.0576 -16.3257
N 36.3598 -7.3624 -17.6041
H 31.6943 -9.0039 -15.4149
N 40.2302 -7.7780 -16.0372
H 32.0877 -8.1115 -14.0017
Y 36.8000 -9.0039 -13.4327
H 37.1715 -11.2191 -10.1381
O 36.3750 -7.8740 -15.4145
C 35.4122 -11.4276 -11.1648
H 37.6504 -11.4473 -16.7851
C 37.3676 -11.1011 -18.7300
H 36.6699 -6.8455 -18.4067
O 37.3865 -15.2602 -13.9791
N 35.9381 -13.4735 -13.7935
C 37.1108 -14.0965 -14.1603
O 35.7160 -10.7678 -12.2020
H 40.8412 -10.4356 -14.4049
N 32.3250 -8.8450 -14.6478
H 35.8940 -11.9720 -9.2621
H 39.5418 -7.0460 -16.0975
N 37.1601 -5.8359 -16.0801
O 38.9573 -8.8808 -14.5218
C 33.6041 -9.2517 -14.7186
N 33.9693 -10.0634 -15.7200
N 38.0151 -10.9013 -19.9212
H 39.1524 -11.3949 -17.6854
N 41.0591 -9.6167 -14.9451
N 34.2002 -11.9942 -11.1098
F 36.6298 -10.6319 -14.9498
H 38.9178 -13.3560 -14.9148
H 35.7856 -12.5128 -14.0596
H 35.9392 -8.2718 -17.7448
H 34.9338 -10.3823 -15.6961
H 37.5363 -12.2762 -14.8713
H 37.2360 -5.5605 -15.1179
H 35.2339 -13.9618 -13.2747
H 38.9969 -10.7095 -19.8710
H 33.5672 -11.8564 -11.8765
N 36.2100 -11.4979 -10.0919
H 33.3652 -10.2917 -16.4894
H 34.0088 -12.6477 -10.3693
N 37.9374 -13.1990 -14.7924
O 34.4438 -8.9705 -13.8208
H 41.9633 -9.4545 -15.3501
O 36.1453 -11.1710 -18.6751
N 38.1548 -11.3196 -17.6441

Results
Charge   +2
Gap between HOMO and LUMO   6.674 eV
HOMO   -0.503 hartree



<2>
Below is a structure of composition C6H24FN12O6Y, with properties calculated with ωB97M-V with the def2-TZVPD basis set.

Geometry (Å):
H -9.8927 -21.6464 13.3793
H -6.0585 -20.9527 8.6077
N -5.5828 -20.1391 8.2565
H -3.1454 -18.1915 9.0166
H -5.8594 -19.6331 7.4352
H -9.3868 -20.0513 13.6569
N -4.0252 -23.7991 13.9062
H -3.0702 -20.7743 16.4498
N -6.8231 -20.6912 13.5945
H -5.6418 -18.6226 12.1011
H -6.2321 -23.9023 12.6683
N -9.1321 -20.9895 13.4087
C -4.8758 -23.7872 10.1326
H -2.9035 -18.8728 13.5425
O -1.8875 -21.1245 13.5141
H -6.3977 -17.1291 11.6223
H -4.2010 -22.9344 13.4233
N -4.0785 -18.4749 8.7854
H -6.9775 -19.7393 13.8682
H -8.2618 -20.6322 10.9387
N -6.3543 -18.1322 11.5973
H -6.9040 -23.3771 10.0980
O -7.7093 -22.6499 12.8203
N -5.7512 -24.7950 12.7158
Y -2.4508 -21.5375 11.3679
C -4.5901 -24.9816 13.4099
N -5.9827 -23.0296 10.2933
H -4.6818 -17.8321 8.3004
N -2.5611 -21.2045 15.6948
N -7.4804 -20.1564 11.3501
H -4.2004 -25.6261 9.5452
C -2.4657 -20.5819 14.5264
O -4.0550 -26.0604 13.5731
H -2.0621 -22.0541 15.9046
C -7.8767 -21.5072 13.2328
N -2.8705 -19.2777 14.4604
H -5.8384 -22.2152 10.8755
H -5.8475 -25.3374 9.1966
O -3.7569 -23.3643 10.5540
H -6.2087 -25.5734 12.2811
C -4.4863 -19.7483 8.9413
H -3.0679 -23.9139 14.2003
O -8.4402 -18.1893 10.7217
H -3.5610 -18.9727 15.1288
H -6.8467 -20.5381 12.0316
O -3.8575 -20.5866 9.6617
F -4.4844 -21.3282 12.3482
N -4.9635 -24.9712 9.5068
C -7.5281 -18.7783 11.2333
H -5.8994 -21.0207 13.3809

Results
Charge   +2
Gap between HOMO and LUMO   6.446 eV
HOMO   -0.527 hartree



Relative energies, in eV, with the most stable structure set to zero: <1> 0.000; <2> 3.182.



<1>
Below is a cluster of 4 separate species, C4H4Cl12 in total, with properties calculated with ωB97M-V with the def2-TZVPD basis set.

Geometry (Å):
C -39.8434 -7.1915 -3.3716
Cl -40.6742 -8.7436 -3.3306
Cl -44.4504 -10.2602 0.4858
Cl -42.5349 -8.0199 0.0527
H -39.2177 -7.0731 -4.2562
C -44.1026 -8.7956 -0.4216
Cl -40.5749 -11.6688 -1.2574
Cl -44.0751 -9.0275 -2.1929
Cl -40.1680 -10.5465 1.3729
Cl -33.3204 -12.3057 0.4565
Cl -38.9659 -6.8136 -1.8811
Cl -38.0101 -10.6033 -0.5768
Cl -41.1355 -5.9260 -3.4700
C -34.5364 -11.2698 1.1919
H -35.3589 -11.1806 0.4823
H -44.8919 -8.0949 -0.1491
Cl -35.2652 -12.0152 2.6675
C -39.7531 -10.4259 -0.3660
H -40.0696 -9.4614 -0.7631
Cl -33.8722 -9.6526 1.5119

Results
Gap between HOMO and LUMO   11.424 eV
SMILES   ClC(Cl)Cl.ClC(Cl)Cl.ClC(Cl)Cl.ClC(Cl)Cl
HOMO   -0.407 hartree



<2>
Below is a cluster of 4 separate species, C4H4Cl12 in total, with properties calculated with ωB97M-V with the def2-TZVPD basis set.

Geometry (Å):
Cl 3.8724 -2.7413 -3.6773
Cl -5.2728 6.6051 -0.9924
C 1.7956 -5.9561 4.2772
C -3.9834 7.8384 -0.7767
H 2.3888 -1.4612 -4.9973
Cl 1.0407 -3.3233 -4.2198
H 0.0677 -0.3742 0.7198
Cl -4.2483 9.0995 0.4401
Cl -0.8908 -0.0009 2.9757
Cl 1.1258 1.5554 1.7121
C -0.2679 0.4586 1.3378
Cl 3.0198 -3.3636 -6.4167
Cl 3.1094 -4.7605 3.8829
Cl -3.8074 8.6235 -2.3825
Cl 0.5651 -5.8213 2.9933
H -3.0500 7.3209 -0.5551
C 2.5863 -2.5246 -4.8624
H 2.2965 -6.9241 4.2864
Cl -1.4600 1.3463 0.3398
Cl 1.1126 -5.5968 5.9152

Results
Gap between HOMO and LUMO   11.291 eV
SMILES   ClC(Cl)Cl.ClC(Cl)Cl.ClC(Cl)Cl.ClC(Cl)Cl
HOMO   -0.408 hartree



<3>
Below is a cluster of 4 separate species, C4H4Cl12 in total, with properties calculated with ωB97M-V with the def2-TZVPD basis set.

Geometry (Å):
Cl -1.4709 3.2701 -2.5966
Cl -2.9869 4.6163 -0.4840
H -0.8342 0.2615 -1.9170
H 0.7201 -4.2693 0.0394
C 0.0086 -0.4165 -1.9229
H -0.7957 3.7075 -0.4531
Cl 2.7026 -3.0513 0.3201
Cl 2.2148 -5.8647 0.8686
Cl 0.9910 -0.2381 -3.3458
Cl 0.7889 1.5055 4.3975
Cl 1.9654 -4.8412 -1.8433
Cl -1.8200 1.3604 3.1783
C -1.7625 3.4380 -0.8536
Cl 0.9579 -0.0495 -0.4631
Cl 0.2530 3.0243 2.0072
C -0.0912 1.5323 2.8723
C 1.7687 -4.4787 -0.1227
Cl -0.6522 -2.0571 -1.8039
H 0.2325 0.6828 2.2867
Cl -2.1899 1.8678 -0.1641

Results
Gap between HOMO and LUMO   11.429 eV
SMILES   ClC(Cl)Cl.ClC(Cl)Cl.ClC(Cl)Cl.ClC(Cl)Cl
HOMO   -0.407 hartree



Relative energies, in eV, with the most stable structure set to zero: <1> 0.173; <2> 0.766; <3> 0.000.



<1>
Below is a cluster of 6 separate species, H12O6 in total, with properties calculated with ωB97M-V with the def2-TZVPD basis set.

Geometry (Å):
H -0.6674 0.8005 -1.9121
O 1.2934 -1.9579 0.7850
H -0.3541 3.0459 -1.3240
O -1.2514 0.0417 -2.2102
H -2.0671 0.2050 -1.6770
H -0.9322 -0.6040 2.4301
H 0.5396 -0.9579 2.0245
H 0.5210 -2.3763 -2.3339
O -0.1246 -2.2712 -1.6008
O 0.0073 -0.3366 2.6265
H 0.8381 -2.0547 -0.0792
H 1.3454 -2.8329 1.1396
H 0.1388 2.0795 -0.2113
O 0.0821 2.2031 -1.1923
H 0.9391 2.7786 1.7906
O 0.1232 2.2922 1.5792
H 0.2038 1.3861 1.9854
H -0.6351 -1.4411 -1.8201

Results
Gap between HOMO and LUMO   11.928 eV
SMILES   O.O.O.O.O.O
HOMO   -0.417 hartree



<2>
Below is a cluster of 6 separate species, H12O6 in total, with properties calculated with ωB97M-V with the def2-TZVPD basis set.

Geometry (Å):
H -0.7541 -5.4825 1.9377
H -2.0721 3.1708 -0.1714
H 7.8967 -0.5208 4.6016
O -2.9708 3.3195 -0.5650
O -0.0408 -1.6990 -7.0467
H -3.4908 3.8821 -0.0331
O 0.5799 3.9614 -2.7304
H -1.0235 -6.5276 0.8285
H -0.2865 -1.0920 -7.7548
O -0.6357 -6.3562 1.6838
O 7.2227 -0.4844 4.0317
H -3.5100 1.3498 4.8188
H 6.4968 -0.5279 4.5925
H -3.9573 0.1956 4.1610
H 1.1006 3.3595 -3.1839
H -0.3629 3.9204 -2.7546
O -3.5581 1.1373 3.8624
H -0.6343 -1.6059 -6.2783

Results
Gap between HOMO and LUMO   12.181 eV
SMILES   O.O.O.O.O.O
HOMO   -0.423 hartree



Relative energies, in eV, with the most stable structure set to zero: <1> 0.000; <2> 2.669.



<1>
Below is a cluster of 6 separate species, H12O6 in total, with properties calculated with ωB97M-V with the def2-TZVPD basis set.

Geometry (Å):
H 0.6113 -1.6401 1.2304
O 0.8968 1.2828 2.1988
H 0.0108 2.0544 0.8962
H 0.6082 1.5384 3.0697
O 1.4570 -1.7482 -0.2999
H -1.0902 1.2681 -0.9341
H 2.1011 -1.0213 -0.3379
H -0.8280 -2.3215 -2.4124
O -0.2105 -1.5665 -2.4626
O 0.1528 -1.3907 2.0789
H -1.9957 1.1753 -2.1397
O -1.5817 0.6036 -1.4808
O -0.3724 2.4825 0.0940
H 0.6073 0.3363 2.0726
H -0.7421 -0.7938 -2.1324
H -0.7683 -1.5987 1.8768
H 0.2979 3.0801 -0.2376
H 0.8458 -1.7408 -1.0802

Results
Gap between HOMO and LUMO   11.926 eV
SMILES   O.O.O.O.O.O
HOMO   -0.417 hartree



<2>
Below is a structure of composition H12O6, with properties calculated with ωB97M-V with the def2-TZVPD basis set.

Geometry (Å):
O 0.1803 -1.5869 -0.7700
H 2.0145 -0.1077 0.1445
O 2.9214 2.3399 0.0319
H -0.1743 -1.7721 -1.6469
H -0.3560 -2.1293 -0.1808
H 2.0988 -0.8543 -1.1766
H 1.3720 -1.4228 1.7136
H -5.1913 0.4866 -0.8191
H -4.6160 1.5105 0.1456
H 0.0872 -2.1873 1.4397
O 1.6367 -0.8562 -0.3308
H 0.5286 0.7731 0.1292
H 2.6886 2.5306 -0.8837
O -0.2625 1.2435 0.4153
O -4.9825 0.6197 0.1124
O 0.8958 -1.8823 1.0128
H 2.1467 2.6177 0.5336
H -0.9882 0.6774 0.1292

Results
Gap between HOMO and LUMO   8.902 eV
HOMO   -0.313 hartree



<3>
Below is a cluster of 6 separate species, H12O6 in total, with properties calculated with ωB97M-V with the def2-TZVPD basis set.

Geometry (Å):
H 1.1699 0.4689 2.2518
H 1.7715 -1.2678 -2.4947
H 2.2382 0.6403 -0.7625
H -0.2913 -0.5235 0.9384
H -3.3950 2.0062 2.0911
O 0.5642 -0.1320 2.5981
H 2.9227 -1.4131 -1.5054
H -1.6727 -0.9856 -1.5270
O -0.4900 -0.7864 0.0396
H -2.7520 0.7919 1.6876
O -2.5347 1.5611 2.1831
H -0.2255 0.3714 2.9037
O 2.0834 -0.9928 -1.6149
O -2.2072 -0.7737 -2.2859
H 0.3474 -1.0078 -0.4224
H 1.8481 2.0648 -0.6244
O 2.6402 1.4721 -0.5554
H -2.0170 -1.4939 -2.9010

Results
Gap between HOMO and LUMO   11.213 eV
SMILES   O.O.O.O.O.O
HOMO   -0.404 hartree



<4>
Below is a cluster of 6 separate species, H12O6 in total, with properties calculated with ωB97M-V with the def2-TZVPD basis set.

Geometry (Å):
O -8.2309 -19.7813 -1.0095
H -5.4641 -19.1465 0.2634
O -7.0290 -22.5078 -1.7217
H -10.3496 -18.8413 1.0026
O -8.0023 -20.1009 -3.9356
H -7.7779 -23.0530 -1.9754
O -6.2110 -18.8750 0.8021
H -11.1498 -21.4012 0.1259
H -11.5086 -17.8744 0.7944
H -6.9868 -19.0984 0.2678
H -8.2399 -19.5101 -1.9354
H -8.4950 -20.6000 -4.5930
H -7.3493 -21.5980 -1.7927
H -9.0722 -20.2407 -0.8666
O -11.2076 -18.7601 0.5748
O -10.3573 -21.5065 -0.4096
H -7.7668 -19.2779 -4.3749
H -9.8654 -22.2276 -0.0037

Results
Gap between HOMO and LUMO   10.865 eV
SMILES   O.O.O.O.O.O
HOMO   -0.386 hartree



Relative energies, in eV, with the most stable structure set to zero: <1> 0.000; <2> 8.008; <3> 1.088; <4> 0.823.